Entry from the OMol25 dataset: the ion C5H18N4Si with charge +2 at a distorted geometry (the ωB97M-V functional and the def2-TZVPD basis).

Last column: natural (NBO) charge in e.
Positions of all 28 atoms, in Å:
C (1.068, 1.009, 2.493)  -0.41
N (0.490, 1.663, 1.310)  -0.57
C (0.276, 1.058, 0.127)  0.08
N (1.708, 0.831, -0.787)  -0.56
C (1.489, 0.384, -2.187)  -0.49
C (-0.381, -0.314, 0.070)  0.54
N (-1.694, -0.609, -0.575)  -0.89
Si (-3.076, 0.470, -1.118)  0.97
N (0.180, -1.367, 0.728)  -0.49
C (-0.335, -2.653, 0.812)  -0.45
H (0.308, 0.163, 2.659)  0.20
H (1.991, 0.617, 2.117)  0.18
H (1.141, 1.758, 3.295)  0.28
H (0.256, 2.588, 1.344)  0.42
H (-0.286, 1.815, -0.502)  0.28
H (2.227, 0.039, -0.408)  0.43
H (2.210, 1.676, -0.681)  0.44
H (1.921, -0.663, -2.345)  0.25
H (0.483, 0.443, -2.587)  0.25
H (2.202, 0.964, -2.889)  0.28
H (-1.759, -1.543, -0.685)  0.40
H (-3.454, 1.679, -0.171)  -0.08
H (-4.169, -0.511, -1.381)  -0.09
H (-2.396, 0.865, -2.456)  -0.14
H (1.054, -1.203, 1.292)  0.44
H (-1.013, -2.974, 0.055)  0.23
H (-0.850, -2.813, 1.696)  0.25
H (0.408, -3.371, 0.773)  0.26

Results
- charge = +2
- SMILES = CN[C@@H]([NH2+]C)/C(N[SiH3])=[NH+]/C
- highest occupied orbital energy (hartree) = -0.64530
- Kohn-Sham gap (eV) = 9.36
- ΔE to the lowest compared entry with this formula, charge and spin (kJ/mol) = 57.9